Entry 1:
A structure of composition C16H33NO4P2RuS in a non-equilibrium geometry, computed with ωB97M-V with the def2-TZVPD basis set.

```
! RIJCOSX wB97M-V def2-TZVPD def2/J DEFGRID3
* xyz 0 5
Ru 0.5923 0.7124 -0.6958
P -1.1689 1.0560 -2.2612
P 1.6390 -0.6447 2.0280
N 0.5379 2.1983 0.1788
H -2.7348 -2.0231 -1.9310
C -3.0080 1.2939 -1.9967
H -3.4617 1.5041 -2.9798
H -3.1563 2.1732 -1.3561
H -3.5087 0.4244 -1.5526
C -1.2297 0.0750 -3.8121
H -1.9425 0.5511 -4.5036
H -1.5359 -0.9648 -3.6387
H -0.2282 0.0915 -4.2551
C -0.8425 2.7047 -2.9338
H -1.4533 2.8364 -3.8391
H 0.2233 2.7594 -3.1696
H -1.1185 3.4542 -2.1831
C 1.2556 -0.9641 3.7577
H 2.1534 -1.3348 4.2697
H 0.4522 -1.7042 3.8682
H 0.9508 -0.0291 4.2398
C 2.4884 -2.1113 1.4268
H 3.0978 -2.5469 2.2305
H 3.1465 -1.8261 0.5977
H 1.7679 -2.8575 1.0710
C 2.7712 0.7431 1.9780
H 3.5969 0.5843 2.6864
H 2.2327 1.6637 2.2360
H 3.1732 0.8370 0.9623
C 0.8931 3.4684 0.2750
C 0.6124 5.6590 1.1940
C 0.1094 4.3934 1.0256
C 2.0807 3.8329 -0.3961
C 2.5659 5.1095 -0.2100
C 1.8357 6.0110 0.5818
H 0.0726 6.3904 1.8021
H -0.8188 4.0164 1.4498
H 2.5554 3.0544 -0.9945
H 3.5088 5.3753 -0.6866
H 2.2333 7.0226 0.7195
C -1.2809 -2.3453 -1.2072
O -0.3065 -1.5575 -1.0040
C -2.6858 -2.4619 -0.7575
H -2.9748 -3.5354 -0.8776
H -3.7223 -2.1975 -1.4192
H -3.0189 -2.0668 0.2647
C -0.9095 -3.7715 -1.7232
H -1.2922 -4.4700 -0.9941
H 0.2205 -3.9166 -1.8049
H -1.3633 -3.8878 -2.6948
C 0.1332 -5.1048 2.1096
S -1.1443 -3.7800 2.1598
O -2.4127 -4.3670 1.7923
O -1.0618 -3.1248 3.4849
O 0.3966 -0.3358 1.2003
H -0.3874 -6.0452 2.3268
H 0.9039 -4.8948 2.8590
H 0.5675 -5.1268 1.1017
*
```

Results
Expectation value of S²: 6.056
LUMO energy (alpha / beta), eV: -0.50 / -0.97
E_HOMO (alpha / beta), eV: -5.347 / -5.351
E, hartree: -2160.61701
Molar mass, g/mol: 498.528
Frontier orbital gap (alpha / beta), eV: 4.8 / 4.4

Entry 2:
A structure of composition C3H2InO3 in a non-equilibrium geometry, computed with ωB97M-V with the def2-TZVPD basis set.

```
! RIJCOSX wB97M-V def2-TZVPD def2/J DEFGRID3
* xyz 1 1
H 0.4957 -0.1875 1.3731
C 1.4246 -0.0351 -0.6741
O 2.1410 -0.6620 0.0342
O 0.6672 0.8378 -0.8311
C -1.8710 1.3053 2.6430
C -1.2546 0.5348 1.9459
O -0.5725 -0.2992 1.2216
H -2.4171 2.1070 3.1032
In 2.3273 1.7642 2.5030
*
```

Results
LUMO energy, eV: -6.09
E_HOMO, eV: -13.041
Energy relative to the best compared isomer or geometry (same formula, charge and spin), eV: 0.351
E, hartree: -530.99422
Molar mass, g/mol: 200.864
Frontier orbital gap, eV: 7.0

Entry 3:
An isolated molecule of C21H17N3O2S, computed with ωB97M-V with the def2-TZVPD basis set.

```
! RIJCOSX wB97M-V def2-TZVPD def2/J DEFGRID3
* xyz 0 1
C 0.2180 -3.5684 -3.6669
C 0.2799 -2.2116 -2.9931
O 1.2371 -1.4789 -3.0677
N -0.8646 -1.9318 -2.3004
C -1.1873 -0.7996 -1.5508
C -2.3752 -0.8197 -0.8193
C -2.7451 0.2780 -0.0702
C -1.9397 1.4015 -0.0184
C -0.7467 1.4105 -0.7297
O 0.0837 2.5042 -0.7619
C 0.1143 3.3586 0.2798
N 0.1312 4.6373 -0.0500
C 0.0932 5.5447 0.9128
N -0.0289 5.3117 2.2001
C 0.0083 4.0339 2.5439
S -0.1162 3.4781 4.1807
C 0.1036 1.8463 3.6467
C 0.2520 1.6988 2.3047
C 0.5894 0.4170 1.6778
C 1.6822 0.3292 0.8191
C 2.0377 -0.8835 0.2644
C 1.3142 -2.0361 0.5467
C 1.7271 -3.3494 -0.0430
C 0.2240 -1.9428 1.4019
C -0.1323 -0.7347 1.9694
C 0.1570 2.9631 1.6348
C -0.3771 0.3257 -1.5137
H 1.1499 -3.7476 -4.1950
H -0.6045 -3.5951 -4.3786
H 0.0690 -4.3527 -2.9277
H -1.5733 -2.6523 -2.2898
H -3.0086 -1.6947 -0.8458
H -3.6731 0.2638 0.4809
H -2.2403 2.2626 0.5592
H 0.1246 6.5792 0.6024
H 0.1484 1.0669 4.3824
H 2.2569 1.2153 0.5918
H 2.8822 -0.9383 -0.4056
H 2.5401 -3.7801 0.5426
H 2.0855 -3.2130 -1.0605
H 0.9002 -4.0565 -0.0420
H -0.3526 -2.8281 1.6317
H -0.9855 -0.6753 2.6293
H 0.5412 0.3638 -2.0729
*
```

Results
LUMO energy, eV: 0.45
E_HOMO, eV: -8.232
Energy relative to the best compared isomer or geometry (same formula, charge and spin), eV: 0.000
E, hartree: -1523.43241
SMILES string: CC(=O)Nc1cccc(Oc2ncnc3scc(-c4ccc(C)cc4)c23)c1
Molar mass, g/mol: 375.453
Frontier orbital gap, eV: 8.7

Entry 4:
A structure of composition C26H52MgN3O8SSi in a non-equilibrium geometry, computed with ωB97M-V with the def2-TZVPD basis set.

```
! RIJCOSX wB97M-V def2-TZVPD def2/J DEFGRID3
* xyz 1 1
Mg -0.7211 -0.1862 0.7561
C -1.2776 2.3493 -0.4404
C -0.2233 2.9798 0.4614
O 0.0585 2.0148 1.4584
C 1.3435 2.1097 2.0338
C 2.3499 1.2900 1.2181
O 1.9255 -0.0473 1.0703
C 2.2481 -0.9270 2.1335
C 0.9637 -1.4357 2.8020
O 0.0044 -1.7768 1.8321
C 0.2315 -2.9663 1.1031
C -0.4330 -2.7428 -0.2505
O -0.0007 -1.4665 -0.7099
C 0.4742 -1.3322 -2.0072
C -0.0586 1.0631 -2.0586
O -0.8092 1.0901 -0.8796
H -1.5327 3.0074 -1.2774
H -2.1598 2.1331 0.1678
H -0.6030 3.9012 0.9260
H 0.6804 3.2135 -0.1165
H 1.2614 1.7035 3.0450
H 1.6756 3.1506 2.0956
H 3.3443 1.3376 1.6723
H 2.4139 1.6891 0.2012
H 2.8927 -0.4393 2.8666
H 2.8015 -1.7644 1.6936
H 0.4962 -0.6300 3.3728
H 1.1762 -2.2863 3.4612
H -0.2309 -3.8139 1.6240
H 1.3019 -3.1479 0.9784
H -1.5145 -2.7039 -0.0808
H -0.1819 -3.5370 -0.9580
H 0.3409 -2.2482 -2.5927
H 1.5401 -1.0612 -1.9926
H -0.3973 1.8331 -2.7670
H 1.0187 1.1863 -1.8636
C -5.1466 -4.5329 0.6185
C -3.7281 -4.2118 0.1608
C -3.7064 -4.0952 -1.3647
C -2.7840 -5.3108 0.6615
O -3.2508 -2.9696 0.7060
Si -4.1625 -1.7398 1.2941
S -2.9154 -0.0440 1.5720
O -4.8702 -2.1089 2.7020
C -4.4061 -2.3949 4.0168
C -2.9073 -2.6927 4.0179
C -4.7113 -1.1765 4.8876
C -5.1846 -3.6152 4.5203
O -5.2762 -1.4698 0.1645
C -6.5336 -0.8024 0.1469
C -6.9951 -0.8086 -1.3135
C -6.3601 0.6269 0.6527
C -7.5242 -1.5663 1.0239
H -5.4157 -5.5457 0.3287
H -5.8387 -3.8316 0.1671
H -5.2192 -4.4442 1.6969
H -4.1830 -4.9633 -1.8094
H -2.6933 -4.0226 -1.7505
H -4.2506 -3.2010 -1.6545
H -3.1038 -6.2711 0.2702
H -2.8143 -5.3553 1.7480
H -1.7598 -5.1331 0.3436
H -2.3583 -1.7991 3.7280
H -2.6891 -3.4800 3.3006
H -2.5878 -3.0062 5.0083
H -4.2114 -0.3043 4.4781
H -4.3699 -1.3416 5.9034
H -5.7804 -0.9903 4.9069
H -4.9380 -4.4926 3.9269
H -6.2525 -3.4299 4.4438
H -4.9442 -3.8215 5.5593
H -6.2674 -0.2927 -1.9335
H -7.9566 -0.3110 -1.3996
H -7.0899 -1.8325 -1.6671
H -5.5979 1.1303 0.0607
H -6.0356 0.6164 1.6913
H -7.2954 1.1732 0.5719
H -7.6764 -2.5665 0.6277
H -8.4803 -1.0504 1.0506
H -7.1286 -1.6478 2.0311
N 0.0510 0.1892 -6.4339
C -0.4939 -0.0982 -5.2096
C 0.3057 -0.1990 -4.0975
N -0.2580 -0.2628 -2.7533
C -1.6786 -0.5951 -2.8216
C -2.3418 -0.5525 -4.0043
N -1.8248 -0.2838 -5.1971
H 1.0309 0.0096 -6.5776
H -0.5495 -0.0505 -7.2058
H 1.3718 -0.0515 -4.1225
H -2.1392 -0.7951 -1.8683
H -3.3967 -0.7845 -4.0041
*
```

Results
LUMO energy, eV: -2.30
E_HOMO, eV: -9.581
E, hartree: -2675.83026
Molar mass, g/mol: 619.173
Frontier orbital gap, eV: 7.3

Entry 5:
A cluster of 15 separate species, C4H39NO14S2 in total in a non-equilibrium geometry, computed with ωB97M-V with the def2-TZVPD basis set.

```
! RIJCOSX wB97M-V def2-TZVPD def2/J DEFGRID3
* xyz 0 1
S -4.2088 -1.4358 3.3686
S -2.3574 -2.2463 3.7165
C -1.7116 -2.7904 2.1094
C -0.5636 -1.9142 1.6459
N -0.9271 -1.5453 0.2497
C 0.2505 -1.0195 -0.4564
C 0.7605 0.4376 -0.2708
H -4.7315 -2.2965 2.4897
H -2.5461 -2.9432 1.4090
H -1.3759 -3.8284 2.2558
H 0.3586 -2.5521 1.6217
H -0.3928 -1.0826 2.3369
H -1.7071 -0.9146 0.1384
H 1.0705 -1.6664 -0.1600
H 0.1054 -1.0075 -1.5497
H -0.0856 1.0862 -0.3464
H 1.4748 0.7813 -1.0284
H 1.0667 0.5423 0.7746
H 2.6674 4.7127 -1.2451
H 3.2510 4.1176 0.0943
O 3.4739 4.5403 -0.7516
H 1.9631 1.2824 4.4512
H 0.4584 1.3955 4.0078
O 1.3060 1.8454 4.0264
H 0.0536 2.2531 -2.1391
H -0.8836 3.3780 -1.4758
O -0.8159 2.6669 -2.1161
H 2.3035 3.2247 2.2642
H 2.3218 2.4482 0.9207
O 2.8241 3.0875 1.4485
H -4.1570 -3.0676 -2.3204
H -2.9621 -3.1307 -1.3172
O -3.8419 -3.4947 -1.5230
H 0.7580 0.2886 -4.1360
H 1.6548 -0.4447 -2.9716
O 1.2217 0.3543 -3.2935
H 1.7230 -3.0175 -1.3351
H 0.5423 -3.4166 -2.1422
O 1.4343 -3.0554 -2.2512
H -4.2648 -0.0069 -0.7418
H -4.1075 -0.0425 -2.2468
O -4.2287 -0.6218 -1.4818
H 4.5251 0.3568 3.2986
H 4.2918 -1.0074 3.8877
O 3.8202 -0.1827 3.7028
H -3.2284 2.4279 -0.6657
H -2.1690 1.7602 -1.5266
O -3.1047 1.6593 -1.2318
H -1.3376 -1.1478 -2.2866
H -2.8513 -1.0608 -2.5237
O -2.0637 -1.5506 -2.7623
H 5.2798 1.5185 0.9192
H 3.9096 1.8019 1.6404
O 4.6299 1.1528 1.5234
H 0.3962 -2.8897 -4.8776
H -0.7180 -2.1524 -4.2105
O -0.3608 -2.3133 -5.0948
H 0.1602 3.0478 2.9742
H 1.1481 4.0373 2.9006
O 0.4980 3.6407 2.3034
*
```

Results
LUMO energy, eV: -0.29
E_HOMO, eV: -8.593
Energy relative to the best compared isomer or geometry (same formula, charge and spin), eV: 2.258
E, hartree: -2080.20132
Molar mass, g/mol: 389.483
Frontier orbital gap, eV: 8.3

Entry 6:
A structure of composition C23H48CrNOP3S in a non-equilibrium geometry, computed with ωB97M-V with the def2-TZVPD basis set.

```
! RIJCOSX wB97M-V def2-TZVPD def2/J DEFGRID3
* xyz 3 4
Cr -0.4747 1.1627 -1.2412
P 1.4067 2.0245 -0.0105
P -1.5772 1.0316 0.8913
P -1.5288 2.9532 -1.9771
H -0.9827 -0.6595 -4.3736
C -0.7208 0.3846 -4.4409
C 0.6094 0.6822 -4.3625
H 1.2760 0.1820 -5.1223
C 2.4436 0.7345 0.7524
C 1.0859 3.1718 1.3951
C 2.5144 2.9726 -1.0787
C -2.9696 -0.1011 0.6481
C -0.8386 0.3291 2.4069
C -2.4048 2.4941 1.6355
C -1.0412 3.3148 -3.6398
C -1.1802 4.4804 -1.1303
C -3.3114 2.7495 -1.9751
H -1.5180 1.0013 -4.8791
H 1.0839 1.4892 -3.7823
H 2.0788 -0.2766 0.5154
H 2.4435 0.8471 1.8438
H 3.4693 0.8380 0.3850
H 0.7084 2.6602 2.2914
H 0.3624 3.9451 1.1086
H 2.0316 3.6655 1.6515
H 2.9062 2.3247 -1.8700
H 3.3400 3.3657 -0.4818
H 1.9690 3.8052 -1.5364
H -3.5939 -0.0788 1.5513
H -2.5938 -1.1186 0.4881
H -3.5692 0.2021 -0.2169
H -1.3692 0.7250 3.2845
H 0.2258 0.5561 2.5156
H -0.9513 -0.7621 2.3870
H -2.9895 2.1204 2.4901
H -3.0902 2.9860 0.9372
H -1.6789 3.2243 2.0145
H -1.8408 3.9430 -4.0462
H -0.9825 2.3839 -4.1829
H -0.0527 3.7785 -3.6909
H -1.6356 5.2589 -1.7358
H -0.0976 4.6398 -1.0907
H -1.6153 4.4655 -0.1288
H -3.7099 3.5855 -2.5500
H -3.7221 2.7562 -0.9571
H -3.6002 1.8128 -2.4700
C 1.7599 -1.8257 -2.4564
C 0.5800 -1.1738 -2.1025
C -0.6003 -1.9094 -1.9716
C -0.5943 -3.2727 -2.2981
C 0.5835 -3.9142 -2.7135
C 1.7507 -3.1806 -2.8070
S 3.3283 -1.0581 -2.7844
H 3.0000 -1.0392 -4.0969
H 0.5431 -0.0385 -2.3365
H -1.5152 -1.3588 -1.7168
H -1.5392 -3.8182 -2.2390
H 0.6470 -4.9954 -2.8519
H 2.7136 -3.6253 -3.0504
O 0.8922 -1.9219 0.7240
C 0.8331 -2.6638 1.7062
C 2.0602 -3.0340 2.4858
C 2.0493 -2.4503 3.9195
C 1.2765 -3.3686 4.9096
C -0.2183 -3.4375 4.6159
C -0.5484 -4.0689 3.2840
N -0.3641 -3.1321 2.1718
H 2.1587 -4.1327 2.5126
H 2.9370 -2.6216 1.9686
H 3.1027 -2.3302 4.2644
H 1.5888 -1.4343 3.9152
H 1.7339 -4.3761 4.8516
H 1.4588 -2.9693 5.9259
H -0.6694 -4.0408 5.4047
H -0.6482 -2.4321 4.6941
H 0.0632 -4.9625 3.1154
H -1.5977 -4.3651 3.2734
H -1.0796 -3.0992 1.4596
*
```

Results
Expectation value of S²: 3.971
LUMO energy (alpha / beta), eV: -11.44 / -10.16
E_HOMO (alpha / beta), eV: -16.786 / -16.786
Energy relative to the best compared isomer or geometry (same formula, charge and spin), eV: 2.554
E, hartree: -3500.77193
Molar mass, g/mol: 531.628
Frontier orbital gap (alpha / beta), eV: 5.3 / 6.6